{
  "formula": "C4H8N2",
  "method": "ωB97M-V/def2-TZVPD",
  "elements": ["C", "C", "C", "C", "N", "N", "H", "H", "H", "H", "H", "H", "H", "H"],
  "xyz": [[-0.70324, -1.61243, -1.04086], [-0.35649, 0.62319, 0.24844], [0.66742, -1.79364, -0.61700], [1.05384, 1.16158, 0.97292], [-0.31956, -0.68823, -0.24548], [-1.38687, 1.37277, 0.09303], [-1.62719, -2.03749, -1.67369], [0.77789, -2.56271, 0.19141], [1.56031, -1.68415, -1.21114], [1.86629, 0.51571, 0.61363], [1.26716, 2.10830, 0.64394], [0.74163, 1.13264, 1.94963], [-1.24693, 2.34908, 0.22098], [-2.29426, 1.11537, -0.14580]],
  "forces_ev_per_a": [[-4.4, -6.3, -6.0], [4.9, -2.2, -0.2], [-2.8, 0.7, 0.7], [-2.5, -3.3, -3.3], [3.5, 5.9, 4.7], [0.4, 0.6, 0.1], [2.2, 1.1, 1.8], [0.0, 0.0, 0.0], [0.9, 0.8, -0.1], [-0.3, 0.0, 0.7], [0.2, 2.6, -0.8], [0.1, -0.2, 2.7], [0.0, 1.3, 0.5], [-2.1, -0.9, -0.8]],
  "total_charge": 2,
  "spin_multiplicity": 3,
  "gap_ev": [8.9, 7.3],
  "energy_ev": -7231.2567,
  "homo_energy_ev": [-18.27, -22.94],
  "s2": 2.02
}


{
  "formula": "C3H10NS2",
  "method": "ωB97M-V/def2-TZVPD",
  "elements": ["N", "C", "C", "C", "S", "S", "H", "H", "H", "H", "H", "H", "H", "H", "H", "H"],
  "xyz": [[-0.39915, 0.23146, -1.50721], [0.31977, -0.08780, -0.19857], [1.74129, 0.42653, -0.26169], [-0.38504, 0.40436, 1.06060], [-2.17533, -0.02481, 1.15878], [-2.26406, -2.02506, 1.17278], [-1.25422, -0.32406, -1.55629], [0.19427, 0.32465, -2.34055], [-0.78848, 1.19286, -1.55490], [0.35697, -1.16419, -0.32518], [2.32616, 0.09445, 0.59669], [1.74747, 1.51846, -0.29339], [2.33032, 0.06737, -1.10323], [-0.42876, 1.49280, 0.94263], [0.10773, 0.14242, 1.99040], [-1.42893, -2.26944, 2.21914]],
  "forces_ev_per_a": [[-1.2, 2.6, 0.7], [1.0, -1.3, -1.0], [0.4, 0.6, 0.2], [-0.8, 0.5, -0.7], [0.2, -0.4, -0.4], [-0.4, 0.2, 0.6], [0.4, -0.5, -1.0], [0.1, -1.3, 0.0], [0.1, 0.0, 0.6], [0.0, -0.4, 0.8], [-0.3, 0.1, 0.2], [0.1, 0.0, 0.1], [-0.4, -0.2, -0.3], [-0.1, 0.1, 0.6], [0.3, -0.1, 0.0], [0.3, 0.0, -0.3]],
  "total_charge": 2,
  "spin_multiplicity": 2,
  "gap_ev": [11.2, 7.6],
  "energy_ev": -26414.4235,
  "homo_energy_ev": [-19.65, -20.25],
  "s2": 0.76
}


{
  "formula": "C10H20NO4",
  "method": "ωB97M-V/def2-TZVPD",
  "elements": ["C", "C", "C", "C", "C", "C", "C", "C", "C", "C", "N", "O", "O", "O", "O", "H", "H", "H", "H", "H", "H", "H", "H", "H", "H", "H", "H", "H", "H", "H", "H", "H", "H", "H", "H"],
  "xyz": [[2.13313, -1.52765, -0.16767], [2.45920, 0.92991, 0.16472], [2.94897, -0.22279, -0.16921], [-0.07668, -0.87832, 0.01605], [0.74200, 0.72141, 0.25682], [2.82759, 2.25786, 0.47405], [4.36399, -0.43519, -0.75910], [0.26806, 1.62620, -1.03152], [-5.69331, -0.45031, 0.32978], [-1.30551, -1.24497, 0.32371], [-4.37295, -0.71994, -0.42234], [0.82224, -1.52706, -0.69473], [2.12012, -2.07787, 1.11300], [0.26430, 1.24355, 1.48412], [-2.20065, -0.27833, 0.80392], [2.53553, -2.29814, -0.84647], [2.58268, 2.89004, -0.40787], [3.92217, 2.45001, 0.88486], [2.07739, 2.56365, 1.22651], [4.21904, -0.84890, -1.67408], [4.96782, -1.12713, -0.08403], [4.88441, 0.49908, -0.80938], [-0.80943, 1.63527, -1.07820], [0.77154, 1.25015, -1.96079], [0.55200, 2.78712, -0.99181], [-6.49626, -0.50771, -0.41432], [-5.66173, -1.21721, 0.98943], [-5.52178, 0.60898, 0.72330], [-1.82128, -2.14271, -0.13050], [-3.54318, -0.50344, 0.30318], [-4.39671, -0.00187, -1.08623], [-4.30232, -1.58179, -0.88376], [1.78696, -3.05443, 1.21840], [0.69851, 0.69029, 2.16914], [-1.74583, 0.49220, 1.13099]],
  "forces_ev_per_a": [[0.8, -1.9, -0.6], [-5.3, -3.5, 0.5], [2.2, -2.1, -1.3], [3.4, 4.4, 0.3], [-0.6, 0.8, -1.3], [1.7, 2.9, 0.7], [-0.2, 0.1, 4.7], [1.3, 1.2, 1.2], [1.6, 2.5, -2.6], [-0.7, -0.2, -1.4], [-0.8, 1.8, 2.7], [-0.8, -1.3, -1.0], [-0.6, -1.6, 1.5], [-0.1, -0.4, 0.1], [-0.6, -0.8, 0.4], [0.7, 0.7, 0.0], [0.7, 0.0, 0.6], [-2.3, -0.5, -1.1], [0.7, 0.3, 0.0], [0.0, -1.3, -2.8], [-0.7, 0.7, -1.0], [0.3, 0.5, -0.2], [-0.4, -0.3, -0.4], [-0.8, 0.0, 0.9], [-0.4, -2.6, 0.4], [0.0, 0.1, 0.6], [-0.9, -1.8, 2.7], [-0.7, -1.7, -0.2], [0.9, 1.0, 1.0], [-0.4, -0.4, -1.4], [0.8, 1.2, -1.6], [0.0, -1.6, -0.6], [0.9, 2.8, -1.0], [-0.4, 0.5, -0.3], [0.7, 0.7, 0.5]],
  "total_charge": 1,
  "gap_ev": 8.6,
  "energy_ev": -20363.0517,
  "homo_energy_ev": -11.65
}


{
  "formula": "C3H4NO",
  "method": "ωB97M-V/def2-TZVPD",
  "elements": ["C", "C", "C", "N", "O", "H", "H", "H", "H"],
  "xyz": [[-0.19474, -2.87764, 1.36814], [-0.18825, -1.69290, 0.94834], [-0.08852, -0.38996, 0.56953], [0.49625, 2.67158, -2.09709], [0.02336, 3.80648, -1.75581], [-0.49317, -3.81342, 1.52514], [0.59370, -0.16665, -0.26974], [-0.75971, 0.32748, 0.90438], [0.61108, 2.13504, -1.19288]],
  "forces_ev_per_a": [[1.1, 4.9, -0.7], [-0.1, -2.4, 0.9], [1.6, -0.6, -1.4], [-1.6, 3.8, 1.9], [1.7, -4.0, -1.3], [-1.1, -3.2, 0.3], [-0.4, 0.1, 0.4], [-1.1, 1.3, 0.5], [-0.1, 0.0, -0.5]],
  "total_charge": -1,
  "gap_ev": [3.3, 3.3],
  "energy_ev": -6707.6827,
  "homo_energy_ev": [-1.22, -1.22]
}